Here is the molecule C6H13NO3 in a non-equilibrium geometry from OMol25. Energies are from ωB97M-V/def2-TZVPD.

```
23
Properties=species:S:1:pos:R:3:forces:R:3
C -2.72740 0.07083 0.22557 -0.02 -0.17 0.06
N -1.34877 0.47519 0.44234 0.01 1.32 3.54
C -0.65171 1.01103 -0.71556 0.09 0.58 0.25
C 0.74378 0.38824 -0.82924 0.27 0.15 0.10
C 1.33158 0.29228 0.59168 -0.26 0.52 0.14
C 0.38399 -0.45554 1.50629 -0.15 -1.96 2.59
O 0.32710 -1.65973 1.62604 -0.18 2.71 -0.33
O -0.15382 0.37532 2.79721 0.83 -1.22 -1.99
O 0.62046 -0.85379 -1.47822 -0.50 0.10 0.03
C 1.82014 -1.55014 -1.69390 0.27 -0.22 0.08
H -2.78567 -0.75245 -0.49820 0.11 0.19 0.03
H -3.13371 -0.31168 1.17072 -0.01 0.22 -0.24
H -3.34120 0.91086 -0.14691 -0.01 -0.30 0.18
H -1.25250 1.02527 1.56027 -0.28 -1.77 -4.62
H -0.55339 2.09876 -0.59671 0.17 -0.04 -0.31
H -1.17863 0.82528 -1.66868 -0.03 -0.05 0.56
H 1.39754 1.04230 -1.43296 -0.07 -0.06 0.11
H 2.30905 -0.20574 0.62060 -0.37 -0.04 -0.03
H 1.49202 1.31435 0.96292 -0.08 -0.18 -0.15
H 0.31983 1.21286 2.84626 0.26 0.00 -0.03
H 1.59933 -2.38201 -2.37302 0.01 0.24 0.17
H 2.57751 -0.90043 -2.16718 -0.10 -0.16 0.17
H 2.20447 -1.97105 -0.74932 0.03 0.13 -0.31
```
Positions in Å, forces in eV/Å.

Properties
- energy relative to the best compared isomer or geometry (same formula, charge and spin) (kcal per mole) = 83.77
- DFT total energy (hartree) = -516.80560
- largest force on an atom (eV/A) = 5.0
- SMILES = CNC[C@@H](CC(=O)O)OC

Here is the molecule C6H13NO4 in a non-equilibrium geometry from OMol25. Energies are from ωB97M-V/def2-TZVPD.

```
24
Properties=species:S:1:pos:R:3:forces:R:3
O -2.07148 1.22819 -0.12136 -0.29 0.51 0.98
C -0.88915 0.78545 -0.77012 -0.75 -0.54 -0.98
C -0.92577 -0.84718 -0.73362 1.27 0.07 -2.00
O -2.15617 -1.23366 -0.14705 0.10 2.23 0.43
C 0.26521 -1.62802 -0.04981 -1.79 0.98 1.28
O 0.04924 -1.36907 1.39144 -2.15 0.06 -0.97
C 1.70447 -1.25716 -0.48165 -0.24 -0.69 1.23
N 2.28620 -0.02239 -0.01018 -0.40 0.74 -1.95
C 1.72170 1.20618 -0.61059 -1.59 -0.56 0.33
C 0.26443 1.56775 -0.09665 0.25 0.94 -0.01
O 0.13942 1.48746 1.36207 0.12 0.35 -1.56
H -1.76827 1.60722 0.72879 -0.26 -0.25 -0.11
H -1.15321 1.08632 -1.84916 1.38 -0.38 1.34
H -0.85494 -1.16198 -1.84352 -0.45 0.33 1.46
H -2.55182 -0.27569 0.08935 0.61 -2.25 -0.59
H 0.04166 -2.69968 -0.26738 0.40 0.58 0.21
H -1.00221 -1.24754 1.42449 3.01 -0.67 -0.04
H 2.38802 -2.08366 -0.18996 -0.48 0.42 -0.14
H 1.68723 -1.20954 -1.53536 0.09 -0.18 -1.48
H 2.35758 -0.06655 0.96291 0.14 0.58 1.69
H 2.32468 2.12574 -0.48305 0.10 -0.87 -0.01
H 1.57729 0.95689 -1.69241 0.46 0.52 0.66
H 0.01572 2.66940 -0.31504 0.62 -1.50 0.20
H 0.40147 0.59032 1.61532 -0.14 -0.41 0.01
```
Positions in Å, forces in eV/Å.

Properties
- energy relative to the best compared isomer or geometry (same formula, charge and spin) (kcal per mole) = 31.64
- DFT total energy (hartree) = -592.08400
- largest force on an atom (eV/A) = 3.1
- SMILES = O[C@@H]1[C@H](O)[C@H](O)CNC[C@@H]1O

Here is a structure of composition C6H13NO4S in a non-equilibrium geometry from OMol25. Energies are from ωB97M-V/def2-TZVPD.

```
25
Properties=species:S:1:pos:R:3:forces:R:3
C -1.15155 1.29819 0.45309 -1.77 0.12 3.72
C -0.58830 0.00150 0.01085 -0.08 -1.44 0.29
C -1.09964 -1.24057 0.73453 -2.67 -0.05 1.93
C -0.06448 -2.19334 1.07636 0.03 -5.62 -4.22
C 0.82422 -2.53045 -0.25314 -1.82 5.28 1.50
C 1.45082 -1.04657 -0.28966 6.20 0.22 -0.66
H 1.40227 2.19085 0.12853 -2.22 3.13 -0.88
H 0.26533 3.79051 0.21129 0.74 -0.45 0.31
H -2.07457 1.11477 1.09812 1.23 0.30 -0.65
H -0.29861 1.83009 1.15661 -2.55 -1.27 -1.58
H -0.76706 -0.20622 -1.06933 0.03 0.47 0.80
H -1.79167 -1.72704 0.05540 -0.73 0.08 0.22
H -1.53280 -1.16209 1.82190 -0.25 0.99 -2.21
H -0.38768 -3.22494 1.40350 -0.60 1.23 -0.13
H 0.36157 -1.80579 1.88789 3.21 1.30 2.86
H 1.63292 -3.21082 0.05125 -0.58 -0.12 -1.23
H 0.10169 -2.51395 -1.18893 1.69 -1.36 1.93
H 2.40489 -1.12890 0.44039 -1.97 0.13 -1.55
H 2.02558 -0.74810 -1.34882 -2.03 -0.66 2.41
N 0.77906 3.06432 -0.29529 1.94 -2.64 -0.32
O -0.83378 3.55253 -2.28617 3.29 -3.12 2.25
O 0.35491 1.22658 -2.00206 -0.09 2.91 0.16
O -1.62459 2.07478 -0.60789 3.16 0.62 -0.53
O 0.79025 0.13032 0.26016 0.83 -2.40 -0.72
S -0.17878 2.46435 -1.44860 -4.97 2.38 -3.69
```
Positions in Å, forces in eV/Å.

Properties
- energy relative to the best compared isomer or geometry (same formula, charge and spin) (kcal per mole) = 109.57
- DFT total energy (hartree) = -990.13437
- largest force on an atom (eV/A) = 7.0

- The lowest DFT total energy belongs to which entry?
  C6H13NO4S

- Which value of DFT total energy does entry 2 give?
  -592.08400 hartree

- The lowest energy relative to the best compared isomer or geometry (same formula, charge and spin) belongs to which entry?
  C6H13NO4